{"formula": "C40H31AgN4O2P2", "method": "ωB97M-V with the def2-TZVPD basis set", "lumo_ev": -0.102, "gap_ha": 0.268, "de_lowest_ev": 0.000, "fmax_ha_per_bohr": 0.00875, "homo_energy_ha": -0.272, "species": ["Ag", "O", "C", "O", "C", "C", "C", "N", "C", "C", "C", "C", "C", "C", "C", "N", "C", "C", "C", "C", "C", "N", "H", "H", "H", "H", "H", "H", "H", "H", "H", "H", "N", "P", "C", "C", "C", "C", "C", "C", "C", "C", "C", "C", "C", "C", "P", "C", "C", "C", "C", "C", "C", "C", "C", "C", "C", "C", "C", "H", "H", "H", "H", "H", "H", "H", "H", "H", "H", "H", "H", "H", "H", "H", "H", "H", "H", "H", "H", "H"], "positions_angstrom": [[-1.09415, 0.49110, 0.34225], [-1.95503, 0.30959, 7.49500], [-1.95544, 1.37549, 6.85860], [-1.96895, 2.56206, 7.22147], [-1.90632, 1.18784, 5.31449], [-1.79851, 2.27936, 4.46930], [-1.72130, 2.07776, 3.09839], [-1.76856, 0.85423, 2.56693], [-1.88136, -0.20568, 3.37051], [-1.94445, -0.07622, 4.75077], [-1.87697, -1.54754, 2.71769], [-2.27327, -2.69050, 3.41250], [-2.18157, -3.92242, 2.79321], [-1.69625, -3.99258, 1.49596], [-1.34924, -2.81175, 0.86771], [-1.44607, -1.61987, 1.45485], [-1.54925, 3.21614, 2.14555], [-1.62183, 4.54301, 2.57078], [-1.42435, 5.55639, 1.65199], [-1.16309, 5.23294, 0.32918], [-1.12050, 3.89346, -0.01084], [-1.30755, 2.91411, 0.86859], [-1.76093, 3.25008, 4.94315], [-1.99212, -0.91297, 5.43389], [-2.65177, -2.60859, 4.42005], [-2.48373, -4.81878, 3.31899], [-1.59017, -4.93481, 0.97649], [-0.96846, -2.81521, -0.14701], [-1.83227, 4.77883, 3.60237], [-1.47618, 6.59039, 1.96681], [-1.00262, 5.99428, -0.42112], [-0.93298, 3.58168, -1.03385], [1.11584, -0.08751, -1.75732], [-0.51264, 0.16829, -2.12672], [-1.17075, -1.45008, -2.63844], [-2.45416, -1.79591, -2.22987], [-2.98745, -3.03590, -2.55925], [-2.22956, -3.94127, -3.28366], [-0.94362, -3.60457, -3.69379], [-0.42149, -2.36104, -3.38176], [-0.44623, 1.07467, -3.70296], [0.66820, 1.82491, -4.06711], [0.66895, 2.54767, -5.25332], [-0.44455, 2.53596, -6.07741], [-1.56444, 1.79884, -5.71351], [-1.56654, 1.07383, -4.53435], [1.57642, 0.12905, -0.12140], [3.25846, 0.78993, -0.36392], [3.38134, 2.02241, -1.00785], [4.62714, 2.59442, -1.19891], [5.76586, 1.95052, -0.73015], [5.65092, 0.73680, -0.07178], [4.40241, 0.15626, 0.11165], [1.87410, -1.54586, 0.51931], [1.75881, -1.71722, 1.89773], [1.91332, -2.97294, 2.46579], [2.16374, -4.07027, 1.65406], [2.26996, -3.90966, 0.27850], [2.13039, -2.65107, -0.28634], [1.81193, -0.24247, -2.47582], [-3.03301, -1.10178, -1.62960], [-3.98567, -3.29758, -2.23335], [-2.63493, -4.91388, -3.53084], [-0.35372, -4.31253, -4.26158], [0.57793, -2.09968, -3.71094], [1.53961, 1.85809, -3.42534], [1.54485, 3.12062, -5.52908], [-0.44283, 3.09914, -7.00126], [-2.43764, 1.78658, -6.35254], [-2.44222, 0.49414, -4.26564], [2.49323, 2.54326, -1.34991], [4.71045, 3.54968, -1.70106], [6.73928, 2.40146, -0.87162], [6.53465, 0.23509, 0.30038], [4.32165, -0.79503, 0.62149], [1.51995, -0.86794, 2.52989], [1.81745, -3.09496, 3.53691], [2.26825, -5.05427, 2.09281], [2.46080, -4.76779, -0.35349], [2.20084, -2.53220, -1.36129]]}

***

{"formula": "C17H17Br27F8O4", "method": "ωB97M-V with the def2-TZVPD basis set", "lumo_ev": -0.590, "gap_ha": 0.339, "fmax_ha_per_bohr": 0.03294, "homo_energy_ha": -0.361, "species": ["O", "C", "O", "O", "C", "C", "O", "C", "C", "F", "F", "C", "F", "F", "C", "F", "F", "C", "F", "F", "H", "H", "H", "H", "H", "H", "H", "H", "C", "Br", "Br", "Br", "H", "C", "Br", "Br", "Br", "H", "C", "Br", "Br", "Br", "H", "C", "Br", "Br", "Br", "H", "C", "Br", "Br", "Br", "H", "C", "Br", "Br", "Br", "H", "C", "Br", "Br", "Br", "H", "C", "Br", "Br", "Br", "H", "C", "Br", "Br", "Br", "H"], "positions_angstrom": [[6.05528, -3.48440, 1.01981], [5.60536, -2.59166, 0.34701], [5.07846, -2.81072, -0.90388], [5.48751, -1.34594, 0.82147], [5.52118, -0.27229, -0.11898], [4.12267, 0.22281, -0.41775], [3.42135, 0.27975, 0.80173], [2.07023, 0.64727, 0.64021], [1.21542, -0.58767, 0.95492], [1.79464, -1.67023, 0.40670], [1.19590, -0.74257, 2.30143], [-0.26537, -0.44220, 0.49063], [-0.37341, 0.63081, -0.33861], [-1.05062, -0.17272, 1.55672], [-0.84501, -1.65165, -0.27856], [-0.53930, -2.80759, 0.31900], [-0.37171, -1.60046, -1.53629], [-2.40419, -1.52203, -0.33789], [-2.89564, -2.13820, 0.76124], [-2.83807, -2.22880, -1.40683], [5.77324, -2.67420, -1.55434], [6.05334, -0.52139, -1.03749], [6.08609, 0.53700, 0.33724], [3.66575, -0.47842, -1.11609], [4.15800, 1.21190, -0.87484], [1.91288, 0.98670, -0.37760], [1.86039, 1.43977, 1.34799], [-2.75055, -0.48544, -0.37407], [8.84683, 0.35292, -3.65191], [10.43718, 0.93854, -2.75110], [7.74960, -0.73223, -2.48422], [7.84237, 1.82536, -4.37080], [9.14929, -0.26940, -4.48050], [9.26128, 0.95194, 2.64847], [7.87395, -0.01553, 1.72864], [10.97155, 0.75435, 1.78086], [8.78591, 2.80343, 2.87566], [9.35463, 0.52205, 3.63434], [-3.81573, 2.14552, -2.86920], [-2.12694, 2.31031, -3.77762], [-5.03512, 1.00162, -3.80976], [-3.58435, 1.56465, -1.04313], [-4.25607, 3.13081, -2.83223], [-6.35833, -2.99297, -4.16673], [-4.80898, -2.41347, -3.18774], [-7.55533, -4.01761, -3.06278], [-7.27462, -1.52071, -5.02703], [-6.01737, -3.64390, -4.95739], [-9.21015, 1.22664, -2.82195], [-8.00697, 0.37125, -1.59139], [-11.03944, 0.84949, -2.36999], [-8.87510, 3.11852, -2.94439], [-9.02068, 0.80344, -3.79760], [6.85824, 6.49660, 3.06544], [8.46030, 6.70107, 2.01594], [5.58975, 5.33014, 2.20679], [7.25104, 5.92031, 4.86008], [6.39899, 7.47050, 3.13748], [2.21946, -3.56161, 4.68229], [1.68519, -1.76949, 5.13987], [3.66581, -3.57719, 3.41664], [2.65031, -4.59016, 6.25413], [1.37143, -4.03793, 4.21424], [-12.78933, -1.41705, 0.73822], [-11.17615, -0.75639, 1.55449], [-13.79068, -2.54599, 1.93247], [-13.86951, 0.01905, 0.04440], [-12.49160, -2.02466, -0.10295], [-6.42888, 1.47113, 1.63295], [-5.92384, 3.32538, 1.56646], [-5.04180, 0.38622, 2.41363], [-8.12197, 1.22426, 2.51285], [-6.54793, 1.14338, 0.61117]]}

***

{"formula": "H30O15", "method": "ωB97M-V with the def2-TZVPD basis set", "lumo_ev": -0.300, "gap_ha": 0.375, "de_lowest_ev": 1.178, "fmax_ha_per_bohr": 0.02243, "homo_energy_ha": -0.386, "species": ["O", "H", "H", "O", "H", "H", "O", "H", "H", "O", "H", "H", "O", "H", "H", "O", "H", "H", "O", "H", "H", "O", "H", "H", "O", "H", "H", "O", "H", "H", "O", "H", "H", "O", "H", "H", "O", "H", "H", "O", "H", "H", "O", "H", "H"], "positions_angstrom": [[14.80361, -7.88472, -13.55062], [15.18957, -8.04231, -12.68897], [15.38530, -7.24464, -13.96070], [11.43583, -7.51783, -12.86917], [11.14961, -6.87012, -13.51321], [11.53260, -7.02157, -12.05641], [12.81997, -9.52881, -14.28445], [11.98455, -9.22043, -13.93342], [13.45773, -8.87692, -13.99372], [10.63706, -2.49011, -14.12976], [9.97758, -3.06785, -14.51385], [10.13959, -1.73784, -13.80906], [14.08808, -9.70181, -9.48039], [13.60215, -9.92940, -10.27304], [13.41312, -9.45955, -8.84637], [13.27250, -11.35186, -12.49196], [13.02975, -10.93035, -13.31636], [13.13175, -12.28550, -12.64922], [11.54273, -8.14039, -8.51113], [11.79282, -7.89026, -7.62169], [10.71749, -8.61348, -8.40433], [14.88956, -7.04018, -10.37421], [14.36809, -7.74168, -9.98409], [14.26339, -6.53643, -10.89419], [13.43251, -2.60317, -10.50318], [14.37454, -2.75346, -10.58202], [13.07806, -2.84799, -11.35797], [12.27980, -6.59927, -16.61178], [12.21526, -6.42833, -17.55138], [12.67368, -7.46967, -16.55271], [12.40146, -5.99980, -10.76651], [12.10438, -6.23888, -9.88855], [11.79951, -5.30913, -11.04376], [11.06494, -3.88601, -11.77197], [11.11094, -3.52016, -12.65530], [10.19145, -3.65000, -11.45965], [15.46446, -7.74879, -16.75916], [15.72061, -7.06978, -16.13501], [14.90134, -8.33707, -16.25612], [13.53657, -4.64139, -14.95449], [13.29464, -5.48572, -14.57395], [12.91369, -4.51330, -15.66993], [12.27981, -11.18805, -16.38475], [12.36718, -10.51966, -15.70515], [13.18066, -11.41370, -16.61666]]}

***

{"formula": "C33H34BClN8O5Tc", "method": "ωB97M-V with the def2-TZVPD basis set", "multiplicity": 4, "lumo_ev": [-6.908, -7.756], "total_charge": 2, "gap_ha": [0.228, 0.197], "de_lowest_ev": 1.459, "fmax_ha_per_bohr": 0.04230, "s_squared": 3.77, "homo_energy_ha": [-0.482, -0.482], "species": ["Tc", "C", "C", "N", "C", "C", "N", "C", "C", "C", "C", "C", "N", "C", "C", "N", "C", "C", "N", "C", "C", "C", "N", "C", "C", "H", "H", "H", "H", "H", "H", "H", "H", "H", "H", "H", "H", "C", "C", "C", "O", "B", "O", "C", "C", "C", "H", "H", "H", "H", "H", "H", "H", "H", "H", "H", "H", "H", "C", "N", "C", "N", "O", "H", "H", "H", "H", "H", "H", "Cl", "C", "C", "C", "C", "C", "C", "C", "O", "O", "H", "H", "H", "H"], "positions_angstrom": [[0.56994, 0.46443, 0.82738], [-1.14367, -0.88867, 4.58528], [-0.26402, -0.34454, 3.66131], [-0.53334, -0.39529, 2.35438], [-1.68456, -0.98856, 1.95914], [-2.55122, -1.50721, 2.91174], [-2.27814, -1.46034, 4.20639], [-1.90372, -0.99446, 0.50878], [-2.98548, -1.52554, -0.15246], [-3.08080, -1.43241, -1.54842], [-2.03391, -0.77737, -2.20971], [-0.97040, -0.26704, -1.49888], [-0.90463, -0.38652, -0.15930], [0.18072, 0.44959, -2.05919], [0.39555, 0.70671, -3.40919], [1.48046, 1.32748, -3.84106], [2.36512, 1.73360, -2.94011], [2.16674, 1.52254, -1.58413], [1.08563, 0.87469, -1.15018], [-4.23154, -1.99146, -2.28525], [-5.27408, -2.63789, -1.62113], [-6.34013, -3.14150, -2.35402], [-6.41100, -3.03494, -3.67139], [-5.43005, -2.42867, -4.32180], [-4.32494, -1.89444, -3.67426], [-0.92995, -0.86227, 5.64577], [0.65797, 0.13656, 3.96006], [-3.49094, -1.96366, 2.62820], [-3.76235, -2.00001, 0.42507], [-2.04270, -0.65575, -3.28042], [-0.32271, 0.40477, -4.16112], [3.25235, 2.23372, -3.30651], [2.87123, 1.86903, -0.84024], [-5.28507, -2.76354, -0.54765], [-7.16281, -3.64603, -1.86221], [-5.52744, -2.36493, -5.39868], [-3.56399, -1.41561, -4.27378], [4.87041, -2.74439, -0.05420], [3.37743, -2.85711, 0.18645], [3.08916, -3.98536, 1.16689], [2.90879, -1.61870, 0.82321], [1.72533, -1.30479, 0.26992], [1.35149, -2.08171, -0.77857], [2.50213, -2.92340, -1.11827], [3.16580, -2.26121, -2.32147], [2.01191, -4.30804, -1.48951], [5.39347, -2.74650, 0.90116], [5.13256, -1.83246, -0.58745], [5.21676, -3.60112, -0.63314], [3.58053, -3.76337, 2.11346], [3.47721, -4.93094, 0.79133], [2.01896, -4.08731, 1.35170], [3.52235, -1.26028, -2.06906], [2.43376, -2.17418, -3.12560], [4.00418, -2.85264, -2.68466], [1.40942, -4.75186, -0.69997], [2.86100, -4.96108, -1.69244], [1.40490, -4.24691, -2.39259], [4.47751, 1.50612, 3.32596], [3.80203, 2.63858, 2.70243], [2.67006, 2.53056, 2.01321], [2.14164, 3.63221, 1.45786], [2.15385, 1.36969, 1.87094], [5.38740, 1.86277, 3.79695], [4.73203, 0.75293, 2.58209], [3.84620, 1.04922, 4.08716], [4.19382, 3.55623, 2.82674], [2.46937, 4.54633, 1.72410], [1.18937, 3.55326, 1.09131], [-3.62572, 8.23293, 0.91200], [-3.02368, 6.62283, 0.91980], [-3.64024, 5.66384, 1.71428], [-3.15274, 4.36997, 1.71534], [-2.05065, 4.03204, 0.93677], [-1.44421, 5.00196, 0.13941], [-1.92989, 6.29611, 0.12604], [-1.53298, 2.62910, 0.97765], [-2.17519, 1.70943, 1.47548], [-0.33667, 2.45304, 0.46934], [-4.49404, 5.93281, 2.32011], [-3.61951, 3.60550, 2.32198], [-0.60886, 4.73253, -0.49301], [-1.47852, 7.05885, -0.49351]]}